1.
ORCA calculation (ωB97M-V/def2-TZVPD) on C11H10ClO2PdS2 as an isolated structure at a distorted geometry.

Cartesian coordinates (Å):
1 Pd 0.824101 -1.669933 -0.278258
2 Cl 3.130823 5.324619 -0.260528
3 S -0.870094 -0.910028 -1.459687
4 S -0.503402 -3.473352 -0.262399
5 O 0.256205 0.089224 1.762381
6 O 2.631870 -0.520393 0.248814
7 C -3.227452 -3.723528 0.301544
8 C 0.511037 1.210125 1.395639
9 C 1.735546 1.653714 0.686270
10 C 2.971307 3.582867 -0.067493
11 C 2.719427 0.763080 0.189381
12 C -3.580625 -0.840506 -0.738749
13 C 3.866971 1.379390 -0.393052
14 C -2.300135 -1.628479 -0.699529
15 C 3.987572 2.738735 -0.518555
16 C 1.861039 3.037376 0.524256
17 C -2.148958 -2.829916 -0.218808
18 H 4.643106 0.715859 -0.752507
19 H 4.871571 3.168706 -0.973421
20 H -3.350459 0.229284 -0.700168
21 H -0.208901 2.037362 1.592736
22 H -3.012154 -4.061062 1.322110
23 H -4.148661 -1.012438 -1.660406
24 H 1.068663 3.681566 0.886588
25 H -4.203564 -3.245543 0.296810
26 H -4.234342 -1.072061 0.099517
27 H -3.290484 -4.624666 -0.322488

Cartesian forces (eV/Å) of the 3 atoms listed first:
Pd 0.25 -0.58 0.31
Cl -0.02 -0.16 0.03
S -0.16 0.75 -0.13

Calculated values
Gap between HOMO and LUMO, eV: 6.608
Net charge: -1

2.
ORCA calculation (ωB97M-V/def2-TZVPD) on one molecule with the formula C16H25NO3.

Cartesian coordinates (Å):
1 O 0.430492 -2.033759 0.903985
2 O -1.241769 0.314278 5.555002
3 O 2.021601 -1.255173 -2.327394
4 N -1.532670 -0.459889 2.838842
5 C -0.534650 -0.785007 5.027175
6 C -1.656000 2.001311 -2.903012
7 C -2.458285 0.488010 4.870318
8 C 1.492469 -0.094357 -2.828305
9 C 0.609841 2.282454 -3.962439
10 C 1.262960 -1.358281 -0.009920
11 C 2.361245 0.651870 -3.640908
12 C 0.201392 0.358064 -2.603633
13 C -1.376272 -0.394708 1.399541
14 C -2.234269 0.695219 3.372103
15 C 1.899400 1.830516 -4.194806
16 C -0.264040 -0.611079 3.534419
17 C 3.750731 0.150797 -3.881867
18 C -0.250540 1.548234 -3.165623
19 C -0.951453 -1.748773 0.813806
20 C 1.284009 -2.015852 -1.403497
21 H 2.268123 -1.397665 0.417700
22 H -1.113415 -1.707799 5.182258
23 H 0.401099 -0.843382 5.585301
24 H -3.200283 0.789144 2.870573
25 H 0.250849 -1.489457 3.146897
26 H -3.097642 -0.396090 5.014832
27 H -1.808936 3.015911 -3.261197
28 H -2.350563 -0.136663 0.975408
29 H -0.486623 -0.202168 -1.988806
30 H 1.797468 -2.978794 -1.345397
31 H -1.288380 -1.809197 -0.228586
32 H 3.717852 -0.821058 -4.371923
33 H 0.378763 0.275617 3.383612
34 H -1.442181 -2.541361 1.382718
35 H 4.270518 0.017368 -2.934420
36 H -1.879086 1.968986 -1.837414
37 H 2.562264 2.411118 -4.820056
38 H -2.364580 1.347433 -3.411733
39 H 0.277081 3.209747 -4.404646
40 H 4.310172 0.844936 -4.503148
41 H -0.657632 0.389939 1.100126
42 H -2.939041 1.362094 5.313356
43 H 0.977819 -0.303885 -0.113419
44 H -1.661234 1.627556 3.217290
45 H 0.263393 -2.196208 -1.763112

Cartesian forces (eV/Å) of the 3 atoms listed first:
O 0.18 -0.19 -0.02
O 0.08 0.12 0.10
O 0.16 0.38 -0.20

Calculated values
Structure (SMILES): Cc1ccc(C)c(OCCOCCN2CCOCC2)c1
Gap between HOMO and LUMO, eV: 9.126

3.
ORCA calculation (ωB97M-V/def2-TZVPD) on C32H33CaF6N4O6P2S6 as an isolated structure.

Cartesian coordinates (Å):
1 Ca 0.250738 -0.262708 -0.147651
2 S 3.248921 0.402236 -0.173521
3 S 1.486091 -0.380354 -2.897680
4 S 0.685232 -3.690469 -0.534071
5 S 0.352321 2.604994 -1.019621
6 S 1.461213 4.978402 0.589497
7 S -1.913654 -2.985383 -0.811370
8 P 3.247724 -0.003501 -2.102347
9 P -2.584931 1.270265 -1.272223
10 F 2.650551 -5.198684 0.232147
11 F 0.750244 -6.222410 0.135764
12 F -1.767207 -5.186773 -2.319164
13 F -1.858448 -3.351129 -3.456696
14 F 1.165858 -4.866356 1.768269
15 F -3.624090 -4.117264 -2.485336
16 O 1.361167 -2.517030 -0.011084
17 O 0.912042 -4.073960 -1.896592
18 O 4.251687 -1.205740 -2.501094
19 O 4.004483 1.184514 -2.924910
20 O -1.440404 -1.710358 -1.326658
21 O -3.136977 -3.028513 -0.072466
22 N 0.467841 1.430887 1.694916
23 N -0.628281 -1.057378 2.248334
24 N 0.891033 2.734004 1.637676
25 N -0.812010 -3.783245 -0.072749
26 C -2.019346 4.191272 -4.173179
27 C -5.106012 -1.353736 -3.167832
28 C -1.250850 -2.178305 2.648646
29 C -2.301961 -3.968519 -2.365960
30 C 4.494191 3.486196 -3.303947
31 C -5.273371 0.311738 -0.962838
32 C -4.086875 4.487145 1.691759
33 C -4.372294 3.331232 -0.400895
34 C -2.562408 2.737502 1.059511
35 C -6.263808 -1.350044 -2.401305
36 C 0.146507 -0.843438 4.557434
37 C 0.566381 0.919377 2.910621
38 C 1.343686 -5.072262 0.468759
39 C -6.336686 -0.522222 -1.291995
40 C 5.587136 -1.214596 -1.990354
41 C -4.789841 4.294482 0.505015
42 C -2.448034 3.556354 -3.016122
43 C 0.848996 3.290417 0.473587
44 C -4.041165 -0.534531 -2.828898
45 C -2.974540 3.707441 1.966409
46 C -4.112564 0.334449 -1.735275
47 C 6.568678 -0.782185 -3.064131
48 C -1.227242 -2.692440 3.928583
49 C 0.039509 -0.336576 3.229103
50 C -0.472144 -2.004449 4.904753
51 C -1.474645 1.509594 -3.786763
52 C -1.045905 2.142226 -4.945020
53 C -1.324606 3.485352 -5.147573
54 C -2.204706 2.198857 -2.819272
55 C -3.252378 2.541205 -0.133149
56 C 3.444304 2.503379 -2.833965
57 C 1.016185 5.703978 -1.002887
58 H -0.456462 1.591247 -5.667794
59 H 5.366504 3.452409 -2.649133
60 H -5.344859 0.931974 -0.079448
61 H 5.786628 -2.239506 -1.671411
62 H 0.001442 6.102840 -0.987505
63 H -2.943304 4.135506 -2.249648
64 H -4.919567 3.191307 -1.326351
65 H 6.514606 -1.453448 -3.923173
66 H -4.408288 5.247191 2.394239
67 H 3.144919 2.707199 -1.804529
68 H -7.089841 -2.004049 -2.653232
69 H 7.587681 -0.800963 -2.666153
70 H 1.026230 1.516004 3.696381
71 H -1.685646 2.137241 1.275076
72 H -1.817586 -2.706190 1.898345
73 H 1.729004 6.505752 -1.200674
74 H -7.222526 -0.528804 -0.667537
75 H 5.653679 -0.571699 -1.110279
76 H -1.170229 0.485186 -3.601884
77 H -2.207288 5.251364 -4.300562
78 H -0.973981 3.987839 -6.041354
79 H 2.545890 2.544738 -3.453687
80 H -3.132099 -0.585201 -3.413806
81 H -5.019795 -2.019910 -4.017566
82 H -5.660763 4.901094 0.284136
83 H 4.811718 3.254787 -4.323368
84 H -2.406915 3.852085 2.877122
85 H -0.393714 -2.388245 5.916710
86 H -1.758752 -3.607422 4.152571
87 H 1.085783 4.933757 -1.769353
88 H 6.332241 0.227786 -3.395579
89 H 4.079131 4.496986 -3.282490
90 H 0.720518 -0.273216 5.279564

Cartesian forces (eV/Å) of the 3 atoms listed first:
Ca 0.30 0.80 0.30
S 0.09 -0.12 0.07
S -0.08 -0.21 -0.13

Calculated values
Multiplicity: 2
Gap between HOMO and LUMO (spin up / spin down), eV: 4.288 / 6.096
<S²>: 0.78
Net charge: -2

4.
ORCA calculation (ωB97M-V/def2-TZVPD) on a 5-piece molecular cluster, C27H27F32O8 overall.

Cartesian coordinates (Å):
1 F 4.516494 3.982513 6.064433
2 F 4.574244 -5.215413 0.078601
3 F -3.648877 3.435085 -1.661920
4 F 5.117802 -7.122669 1.002813
5 F 4.899849 -7.253736 -4.961818
6 F 2.104444 -1.540726 1.495216
7 F 6.078155 -3.582444 -4.159278
8 F 3.064826 -7.228264 -3.803126
9 F 3.111551 -5.965171 2.399802
10 F -1.927053 5.046144 -3.050753
11 F 1.065788 3.669920 5.603654
12 F 5.254810 -7.983991 -2.376238
13 F -4.294324 7.364309 -4.181451
14 F 1.918529 -4.796251 0.225519
15 F 3.688902 -2.610736 0.441324
16 F 5.753294 -2.914819 -6.220107
17 F 2.051193 -0.689115 4.100257
18 F -2.072016 7.203828 -2.729330
19 F 5.002302 -5.968736 3.465006
20 F -3.072212 2.950758 -4.407760
21 F 1.060071 0.820213 5.330316
22 F 1.202257 2.574632 3.137794
23 F 3.522069 3.695113 4.157326
24 F 8.150734 -3.994460 -5.821345
25 F 0.173158 0.679591 2.782426
26 F 6.163179 -6.020800 -2.716167
27 F -4.488644 6.054265 -2.435726
28 F -4.897314 1.780926 -4.480842
29 F 1.234233 -2.898996 -0.614326
30 F 2.280097 5.487151 5.755624
31 F -3.385768 1.343169 -2.260665
32 F 7.272605 -5.903040 -5.218661
33 O 3.399849 2.122590 5.766071
34 O 4.310267 -4.069683 2.618387
35 O -5.823928 2.551450 3.318344
36 O -7.709117 -0.010667 0.039479
37 O -5.072191 3.916649 -4.027934
38 O 3.975646 -5.302442 -4.312945
39 O -6.698225 1.983765 -0.296277
40 O -4.540011 3.496693 1.753510
41 C -6.855277 3.947421 1.663886
42 C 5.136262 -5.782255 1.168182
43 C 2.627652 -2.777238 1.260683
44 C -2.420097 6.189917 -3.557214
45 C 4.246328 -6.599775 -3.981902
46 C -8.217893 3.249562 1.737783
47 C -4.195150 2.423044 -2.366728
48 C 3.106454 -3.318288 2.620844
49 C -8.193276 1.727531 1.572607
50 C -3.901584 2.280627 1.330969
51 C 2.210755 4.178300 6.086175
52 C -4.569993 5.100449 -4.600789
53 C -4.291265 2.807260 -3.844484
54 C 1.373049 1.243061 3.024656
55 C -2.779718 1.834649 2.249184
56 C 7.056719 -4.783853 -5.935966
57 C -7.470715 1.188957 0.313440
58 C 4.990013 -6.684706 -2.647940
59 C 1.936839 0.658359 4.322268
60 C 5.841496 -4.014041 -5.413584
61 C 3.332617 1.126333 4.766057
62 C 4.336849 -5.418071 2.422451
63 C 1.517588 -3.544591 0.536557
64 C -5.736007 3.244643 2.350745
65 C -3.946730 6.144513 -3.661139
66 C 4.469750 -4.701374 -5.489714
67 C 3.415919 3.457027 5.473822
68 H -4.651906 1.499248 1.268551
69 H 4.407176 -5.372032 -6.347208
70 H 4.382470 -6.261543 -1.853193
71 H -3.076372 1.897922 3.289910
72 H -8.692059 3.491424 2.689938
73 H 3.771002 -3.888565 -5.680603
74 H 3.356401 -2.438832 3.207454
75 H -1.860481 2.389040 2.076226
76 H 3.966410 1.362910 3.911009
77 H 2.032453 1.033150 2.177556
78 H 6.168273 -5.440043 1.259325
79 H -3.919686 4.896357 -5.452565
80 H 2.225621 4.073334 7.172870
81 H 6.923321 -5.045508 -6.989104
82 H -8.839368 3.662304 0.946668
83 H -9.223273 1.380329 1.503031
84 H 3.770973 0.252097 5.245060
85 H -1.974556 6.374777 -4.539032
86 H 2.306836 -3.822888 3.162660
87 H -5.455536 5.594042 -4.998304
88 H -5.182934 2.188013 -1.957960
89 H -2.560589 0.790259 2.028008
90 H -6.599331 4.112280 0.629301
91 H 0.614343 -3.590327 1.150319
92 H -3.536063 2.433474 0.327887
93 H -7.770857 1.229262 2.437852
94 H -6.919521 4.935450 2.134259

Cartesian forces (eV/Å) of the 3 atoms listed first:
F 0.09 0.06 -0.01
F 0.00 0.01 0.05
F 0.23 0.22 -0.16

Calculated values
Gap between HOMO and LUMO, eV: 6.105
Net charge: -1

5.
ORCA calculation (ωB97M-V/def2-TZVPD) on a 2-piece molecular cluster, C2H5FO2 overall at a distorted geometry.

Cartesian coordinates (Å):
1 F 0.519083 0.047031 1.905956
2 O -1.540488 -0.724807 0.595059
3 O 1.429566 0.933739 -0.471347
4 C 0.367160 0.000251 -0.811277
5 C -0.935611 0.209802 -0.029075
6 H 0.674510 -1.124879 -0.661747
7 H 0.376448 0.010063 -1.973399
8 H -1.338106 1.169329 0.207102
9 H -0.947661 -1.465893 0.679149
10 H 1.395101 0.945364 0.559578

Cartesian forces (eV/Å) of the 3 atoms listed first:
F -0.43 0.44 -1.45
O -0.65 1.07 -1.10
O -2.24 -1.13 1.56

Calculated values
Gap between HOMO and LUMO (spin up / spin down), eV: 8.604 / 8.604

ΔE to the lowest compared entry with this formula, charge and spin: 12.4, 61.2, 14.4, 0.0, 81.9 (kcal per mole)
Calculated total energy: -1960.164690, -905.105040, -6258.619709, -4842.783516, -329.431882 (Ha)